C5H7NS | wB97M-V/def2-TZVPD

Last column: Löwdin charge in e.
CARTESIAN COORDINATES (ANGSTROEM)
C1 0.4898 1.3601 -0.5154  -0.001
H1 -3.1153 -0.7786 -0.5984  -0.179
H2 0.2246 -0.8603 2.0196  0.170
N1 1.1946 -0.9763 0.0023  -0.005
C2 0.4783 -0.4072 0.9854  -0.348
H3 0.7173 -0.4625 -1.9514  0.125
C3 0.4620 -0.1373 -0.9653  -0.242
S1 -2.4858 0.1547 0.1370  0.655
C4 -0.7265 -0.6638 -0.0577  -0.439
H4 -0.7359 -1.6640 -0.3139  0.063
H5 0.2350 2.0804 -1.2635  0.101
C5 0.6906 1.0769 0.7888  -0.079
H6 0.5430 1.8162 1.5789  0.100
H7 2.0282 -0.5381 0.1534  0.079

Maximum force: 7.361 eV Å⁻¹
HOMO energy: -9.1 eV
ΔE to the lowest compared entry with this formula, charge and spin: 434.46 kJ/mol
Multiplicity: 1



C5H7NS | wB97M-V/def2-TZVPD

Last column: Löwdin charge in e.
CARTESIAN COORDINATES (ANGSTROEM)
C1 0.5982 0.4031 0.7999  -0.210
H1 2.1018 -1.2503 0.2679  0.108
H2 0.2811 0.5969 1.8542  0.123
S1 -2.0640 -0.3984 0.5740  0.777
C2 -0.4693 0.3309 -0.1903  -0.754
H3 0.8398 -0.4372 -1.7179  0.117
C3 0.2344 -0.7913 -0.8999  -0.188
H4 -2.4959 0.7332 1.1677  -0.128
H5 -0.4238 -1.6262 -1.2665  0.121
C4 -0.7043 1.5891 -0.9467  -0.198
C5 1.0356 -1.0183 0.3907  -0.156
N1 -0.8693 2.5254 -1.6143  0.154
H6 0.6111 -1.8361 1.0019  0.110
H7 1.3246 1.1792 0.5793  0.122

Maximum force: 3.517 eV Å⁻¹
HOMO energy: -9.8 eV
SMILES: N#CC1(S)CCC1
ΔE to the lowest compared entry with this formula, charge and spin: 120.61 kJ/mol
Multiplicity: 1



C5H7NS | wB97M-V/def2-TZVPD

Last column: Löwdin charge in e.
CARTESIAN COORDINATES (ANGSTROEM)
H1 -1.9377 0.6711 -1.1327  0.103
C1 -0.3293 -0.8074 -1.0466  -0.255
C2 0.4994 0.4143 1.4236  -0.843
H2 -1.5520 -0.1711 1.6251  0.146
H3 -0.1720 -1.8084 -0.8501  0.082
C3 1.7299 0.6377 -1.1787  0.047
C4 -1.6169 -0.4381 -1.2186  0.003
H4 1.9098 0.4550 -2.1553  0.030
C5 0.7082 -0.0275 -0.5829  -0.172
H5 -2.2325 -1.3667 -1.3423  0.069
N1 -0.5630 0.0003 1.9965  0.025
S1 1.7153 1.2175 2.0501  0.668
H6 -0.4871 -0.0051 3.0345  0.115
H7 2.3280 1.2283 -0.6226  -0.018

Maximum force: 5.809 eV Å⁻¹
HOMO energy: -8.0 eV
ΔE to the lowest compared entry with this formula, charge and spin: 386.85 kJ/mol
Multiplicity: 1



C5H7NS | wB97M-V/def2-TZVPD

Last column: Löwdin charge in e.
CARTESIAN COORDINATES (ANGSTROEM)
C1 -0.1563 0.5471 -0.5240  -0.686
H1 1.9151 -2.5036 1.5166  0.049
N1 -0.9435 -0.9937 0.7813  0.003
H2 -2.2724 0.2833 -0.1154  0.074
H3 0.8379 -2.0668 2.7484  0.082
C2 -1.2993 0.1030 0.0347  -0.139
C3 0.8602 -2.3741 1.6495  -0.050
S1 0.1358 2.0493 -1.3698  0.779
C4 0.9102 -0.2810 -0.1531  -0.084
H4 -1.2752 -1.4246 1.7751  0.222
H5 0.1327 -3.3419 1.5411  0.130
C5 0.3820 -1.1796 0.7988  -0.351
H6 1.9631 -0.3215 -0.5341  0.120
H7 -1.0502 2.6504 -1.3195  -0.148

Maximum force: 5.265 eV Å⁻¹
HOMO energy: -7.8 eV
SMILES: Cc1cc(S)c[nH]1
ΔE to the lowest compared entry with this formula, charge and spin: 146.41 kJ/mol
Multiplicity: 1



C5H7NS2 | wB97M-V/def2-TZVPD

Last column: Löwdin charge in e.
CARTESIAN COORDINATES (ANGSTROEM)
C1 -0.4421 0.1323 0.8886  -0.592
C2 0.7492 -0.1136 -1.2328  -0.112
S1 1.8384 0.2362 2.5667  0.614
C3 -1.6694 0.5703 -1.2778  0.056
H1 2.6511 -0.1320 -0.1256  0.131
H2 -2.5868 0.8241 -0.7188  0.084
C4 1.0713 0.1196 1.1118  -0.895
S2 -1.1664 -1.4517 1.4663  0.773
H3 -1.7396 0.6265 -2.3733  0.080
H4 -0.8482 0.9535 1.4489  0.102
C5 -0.5929 0.2235 -0.6183  -0.353
H5 0.7415 -1.1403 -1.6675  0.136
H6 0.9646 0.5589 -2.0571  0.120
H7 -0.6310 -1.3895 2.6671  -0.162
N1 1.6604 -0.0178 -0.0783  0.019

Maximum force: 1.552 eV Å⁻¹
HOMO energy: -8.5 eV
SMILES: C=C1CNC(=S)[C@@H]1S
ΔE to the lowest compared entry with this formula, charge and spin: 25.19 kJ/mol
Multiplicity: 1



C5H7NaO3 | wB97M-V/def2-TZVPD

Last column: Löwdin charge in e.
CARTESIAN COORDINATES (ANGSTROEM)
C1 -2.1653 -2.4747 0.3741  0.027
Na1 -1.4479 -0.9306 -1.9317  0.755
H1 1.9663 2.9205 -2.8281  0.069
H2 -0.0978 -1.5068 0.4441  0.196
H3 -0.1711 1.7679 -1.4773  0.129
H4 -1.7406 -3.4373 0.1271  0.068
C2 0.9173 1.5815 -1.3994  -0.236
C3 1.6974 2.7735 -1.7835  0.109
C4 -2.6336 -1.3699 0.6327  0.053
H5 1.9242 3.5358 -1.0383  0.080
H6 -3.2966 -0.5197 0.7087  0.072
O1 0.0944 0.4091 1.7041  0.138
O2 1.1952 1.2882 -0.0122  0.050
H7 1.1495 0.7213 -2.0458  0.121
O3 0.1690 -0.6789 -0.2207  -0.018
C5 0.6002 0.2925 0.5974  -0.614

Maximum force: 4.763 eV Å⁻¹
HOMO energy (spin up / spin down): -12.0 / -14.3 eV
ΔE to the lowest compared entry with this formula, charge and spin: 136.19 kJ/mol
Multiplicity: 2
Net charge: +1



C5H7O3S | wB97M-V/def2-TZVPD

Last column: Löwdin charge in e.
CARTESIAN COORDINATES (ANGSTROEM)
H1 0.0806 2.4520 -1.0764  0.114
H2 -2.2542 -2.6469 -0.1215  0.042
O1 -3.9940 -0.8682 0.3076  -0.412
H3 1.6198 -1.4185 0.2259  0.050
H4 2.3700 0.2428 0.3901  0.050
C1 0.0992 1.8977 -0.0436  -0.124
S1 -2.9967 0.1806 -0.0140  0.466
C2 -1.2938 -2.1463 -0.2241  -0.085
C3 0.3099 0.4030 0.0803  -0.185
O2 -2.5994 1.0592 1.1734  -0.445
H5 -0.4117 -2.7409 -0.6059  0.063
O3 -3.2391 0.9520 -1.2474  -0.398
H6 0.7182 2.4913 0.6445  0.062
C4 1.4109 -0.3189 0.2521  -0.061
C5 -1.3792 -0.8364 -0.2332  -0.159
H7 -0.8164 2.0325 0.5125  0.022

Maximum force: 4.368 eV Å⁻¹
HOMO energy: -5.2 eV
ΔE to the lowest compared entry with this formula, charge and spin: 368.66 kJ/mol
Multiplicity: 1
Net charge: -1



C5H7O3Sm | wB97M-V/def2-TZVPD

Last column: Löwdin charge in e.
CARTESIAN COORDINATES (ANGSTROEM)
C1 0.3258 -3.0634 -0.2020  0.108
Sm1 0.3842 2.2131 0.0554  1.714
H1 2.0257 0.6531 1.9292  0.056
H2 0.7441 -2.8373 -1.1865  0.079
O1 -0.3228 3.1154 -1.9618  -0.199
C2 1.4326 -1.1259 0.9005  -0.121
C3 1.1288 0.1768 1.4942  -0.231
H3 -0.3155 -3.9414 -0.1125  0.080
H4 -2.8912 2.0822 -0.7621  0.132
C4 0.5894 -2.2553 0.8894  -0.176
H5 0.1363 -2.5413 1.8475  0.123
H6 0.3550 0.0731 2.2797  0.065
O2 -1.9589 2.3251 -0.7955  -0.086
O3 -2.4255 3.3335 -2.7757  0.124
C5 -1.5908 3.0152 -1.9587  -0.792
H7 2.3826 -1.2229 0.3589  0.124

Maximum force: 5.160 eV Å⁻¹
HOMO energy (spin up / spin down): -12.1 / -13.3 eV
Multiplicity: 7
Net charge: +1